# 1
Below is C2H5NOS as an isolated structure in a non-equilibrium geometry, with properties calculated with wB97M-V/def2-TZVPD.

ΔE to the lowest compared entry with this formula, charge and spin ... 403.0 kJ/mol
HOMO ... -9.115 eV

Element x y z (Å)
C -0.093 -0.426 1.064
C 0.925 -0.457 -0.146
N -1.071 0.884 -0.049
O 0.180 1.193 -2.312
S -0.331 0.101 -1.412
H -0.933 -1.010 1.172
H 0.243 0.058 1.922
H 1.622 0.490 -0.020
H 1.481 -1.409 -0.079
H -2.024 0.576 -0.141

# 2
Below is an isolated molecule of C2H5NOS in a non-equilibrium geometry, with properties calculated with wB97M-V/def2-TZVPD.

SMILES string ... CO/C=N\S
ΔE to the lowest compared entry with this formula, charge and spin ... 214.9 kJ/mol
HOMO ... -8.606 eV

Element x y z (Å)
C -1.424 -0.330 -0.035
C 0.577 0.823 -0.105
H -1.920 -1.278 -0.279
H -1.842 0.318 -0.876
H -1.800 0.031 0.943
H -0.092 1.663 -0.006
H 1.891 -1.354 0.550
N 1.822 0.933 0.020
O -0.034 -0.420 -0.109
S 2.822 -0.387 -0.103

# 3
Below is a 2-piece molecular cluster, C2H5NOS2 overall in a non-equilibrium geometry, with properties calculated with wB97M-V/def2-TZVPD.

Expectation value of S² ... 2.01
ΔE to the lowest compared entry with this formula, charge and spin ... 102.7 kJ/mol
HOMO (alpha / beta) ... -9.373 / -9.182 eV
Spin multiplicity ... 3

Element x y z (Å)
C -1.460 1.303 -0.361
C -0.686 -0.025 -0.285
N -1.302 -1.093 -0.011
O -0.489 -2.228 0.086
S 4.085 0.418 0.235
S 1.062 0.175 -0.554
H -0.995 1.897 0.553
H -2.564 0.998 -0.209
H -1.300 1.664 -1.420
H 4.647 -0.269 1.293
H -0.999 -2.839 0.672

# 4
Below is an isolated molecule of C2H5NP2 in a non-equilibrium geometry, with properties calculated with wB97M-V/def2-TZVPD.

SMILES string ... N#CC(P)P
ΔE to the lowest compared entry with this formula, charge and spin ... 167.4 kJ/mol
HOMO ... -9.733 eV

Element x y z (Å)
C -1.138 -0.921 0.198
C -0.116 -0.268 -0.441
N -1.916 -1.301 0.937
P -0.318 1.446 -1.119
P 1.103 -0.186 1.315
H 0.312 -0.910 -1.319
H 0.900 2.102 -0.778
H 0.461 1.210 -2.219
H -0.072 0.310 1.945
H 0.783 -1.482 1.480

# 5
Below is C2H5NS as an isolated structure in a non-equilibrium geometry, with properties calculated with wB97M-V/def2-TZVPD.

ΔE to the lowest compared entry with this formula, charge and spin ... 532.6 kJ/mol
HOMO (alpha / beta) ... -7.487 / -9.854 eV

Element x y z (Å)
C 0.974 0.300 0.074
C -1.652 -0.454 -0.137
N 2.850 0.250 -0.374
S 0.040 -0.631 -0.923
H 0.742 1.088 0.782
H -1.587 -0.330 1.058
H -2.114 -1.479 -0.317
H -2.272 0.362 -0.647
H 3.019 0.894 0.483

# 6
Below is an isolated molecule of C2H5NS in a non-equilibrium geometry, with properties calculated with wB97M-V/def2-TZVPD.

SMILES string ... C=NSC
ΔE to the lowest compared entry with this formula, charge and spin ... 123.8 kJ/mol
HOMO ... -8.506 eV

Element x y z (Å)
C -1.698 0.228 0.008
C 2.036 -0.207 -0.012
H -1.791 0.642 1.002
H -1.413 1.038 -0.724
H -2.704 -0.200 -0.241
H 2.391 -1.183 0.414
H 2.851 0.521 -0.199
N 0.807 0.155 -0.146
S -0.479 -0.994 -0.102

# 7
Below is an isolated molecule of C2H5NS2 in a non-equilibrium geometry, with properties calculated with wB97M-V/def2-TZVPD.

SMILES string ... CS/C=N\S
ΔE to the lowest compared entry with this formula, charge and spin ... 203.1 kJ/mol
HOMO ... -8.663 eV

Element x y z (Å)
C -1.224 -1.012 0.121
C 0.011 1.422 -0.039
H -2.086 -1.650 -0.086
H -0.195 -1.541 -0.054
H -1.071 -0.981 1.277
H -0.394 2.415 0.308
H 3.176 0.005 -0.648
N 1.304 1.180 0.118
S -1.382 0.484 -0.590
S 1.859 -0.323 -0.406

# 8
Below is a 2-piece molecular cluster, C2H5NS3 overall in a non-equilibrium geometry, with properties calculated with wB97M-V/def2-TZVPD.

Expectation value of S² ... 2.01
HOMO (alpha / beta) ... -4.952 / -9.282 eV
Spin multiplicity ... 3

Element x y z (Å)
C 0.652 -1.466 -1.373
C -0.069 0.844 -0.715
N 0.091 -0.550 -0.828
S 1.405 -2.692 -1.952
S -1.873 -1.137 1.793
S -0.146 -1.860 2.450
H -0.617 1.256 -1.537
H -0.452 1.156 0.199
H 0.869 1.343 -0.686
H -0.552 -1.561 3.720
H -2.467 -2.242 1.766

# 9
Below is an isolated molecule of C2H5NSi in a non-equilibrium geometry, with properties calculated with wB97M-V/def2-TZVPD.

SMILES string ... C#CN[SiH3]
ΔE to the lowest compared entry with this formula, charge and spin ... 289.1 kJ/mol
HOMO ... -9.870 eV

Element x y z (Å)
C -1.875 -1.352 -0.464
C -0.839 -0.796 -0.380
N 0.526 0.076 -0.798
Si 1.114 0.705 0.647
H -2.695 -2.032 -0.153
H 0.166 0.783 -1.442
H 1.487 -0.614 1.225
H 0.051 1.497 1.247
H 2.064 1.732 0.118

# 10
Below is a 2-piece molecular cluster, C2H5NSi overall in a non-equilibrium geometry, with properties calculated with wB97M-V/def2-TZVPD.

ΔE to the lowest compared entry with this formula, charge and spin ... 353.6 kJ/mol
HOMO ... -8.887 eV

Element x y z (Å)
C 1.283 -0.124 0.489
C 1.670 0.554 -0.587
N 0.859 -0.731 1.466
Si -2.870 0.632 -0.274
H 0.767 0.952 -1.058
H 2.633 0.991 -0.894
H 0.610 -1.747 1.558
H -1.777 1.561 -0.322
H -3.989 1.826 -0.165

# 11
Below is a 2-piece molecular cluster, C2H5O overall, with properties calculated with wB97M-V/def2-TZVPD.

ΔE to the lowest compared entry with this formula, charge and spin ... 43.8 kJ/mol
HOMO ... -1.904 eV
Net charge ... -1

Element x y z (Å)
C -0.132 0.186 0.297
O 0.337 0.752 1.321
C 0.490 -0.555 -0.683
H -2.375 -1.554 -3.080
H 1.563 -0.717 -0.674
H -2.534 -0.842 -2.955
H -1.238 0.254 0.120
H -0.102 -0.949 -1.503

# 12
Below is a 2-piece molecular cluster, C2H5O2 overall, with properties calculated with wB97M-V/def2-TZVPD.

ΔE to the lowest compared entry with this formula, charge and spin ... 108.0 kJ/mol
HOMO ... -2.389 eV
Net charge ... -1

Element x y z (Å)
O 2.544 -0.122 0.049
H 2.167 -0.835 0.577
O 0.143 1.325 0.113
C -0.956 0.730 -0.118
C -1.236 -0.613 0.001
H -1.772 1.395 -0.475
H -0.669 -1.250 0.671
H -1.944 -1.032 -0.709
H 1.722 0.402 -0.109

# 13
Below is C2H5O2P as an isolated structure in a non-equilibrium geometry, with properties calculated with wB97M-V/def2-TZVPD.

ΔE to the lowest compared entry with this formula, charge and spin ... 358.3 kJ/mol
HOMO (alpha / beta) ... -9.154 / -9.154 eV

Element x y z (Å)
C 0.037 0.133 0.232
C 1.342 -0.191 -0.134
O -0.400 1.888 -0.073
O -2.788 -0.280 -0.004
P -1.390 -0.707 -0.140
H 1.955 0.072 0.685
H 1.507 0.287 -1.063
H 1.724 -1.289 -0.273
H -0.997 2.162 0.714
H -0.990 -2.077 0.055

# 14
Below is an isolated molecule of C2H5O2P in a non-equilibrium geometry, with properties calculated with wB97M-V/def2-TZVPD.

ΔE to the lowest compared entry with this formula, charge and spin ... 23.9 kJ/mol
HOMO ... -10.439 eV

Element x y z (Å)
C 0.519 0.629 0.757
C 0.745 -0.346 -0.371
O -1.910 -1.462 0.113
O -0.894 0.950 0.519
P -1.099 -0.298 -0.523
H 0.881 0.164 1.713
H 0.953 1.551 0.610
H 1.500 -0.202 -1.117
H 0.899 -1.306 0.056
H -1.594 0.319 -1.757

# 15
Below is an isolated molecule of C2H5O2P in a non-equilibrium geometry, with properties calculated with wB97M-V/def2-TZVPD.

SMILES string ... COPC=O
ΔE to the lowest compared entry with this formula, charge and spin ... 224.6 kJ/mol
HOMO ... -8.771 eV

Element x y z (Å)
C -1.425 1.572 -1.091
C 0.805 -1.580 0.897
O -1.424 2.601 -1.598
O 0.854 -0.194 0.615
P 0.265 0.579 -0.867
H -0.107 -1.791 1.521
H 1.722 -1.830 1.582
H 0.857 -2.329 0.193
H 0.811 1.853 -0.576
H -2.358 1.119 -0.676

# 16
Below is a 2-piece molecular cluster, C2H5O2PS2 overall in a non-equilibrium geometry, with properties calculated with wB97M-V/def2-TZVPD.

SMILES string ... [H]/P=C/O.O=CSS
ΔE to the lowest compared entry with this formula, charge and spin ... 311.1 kJ/mol
HOMO ... -8.827 eV

Element x y z (Å)
C -0.596 2.064 0.146
C 0.316 -2.228 1.098
O -0.489 1.545 1.352
O -0.827 -2.471 1.207
P 0.552 2.726 -0.883
S -0.008 -1.549 -1.851
S 1.195 -1.433 -0.189
H -1.669 1.994 -0.143
H 1.022 -2.361 1.863
H 0.449 1.499 1.593
H 0.483 -2.615 -2.294
H -0.428 2.830 -1.899

# 17
Below is a 2-piece molecular cluster, C2H5O2S overall in a non-equilibrium geometry, with properties calculated with wB97M-V/def2-TZVPD.

ΔE to the lowest compared entry with this formula, charge and spin ... 438.3 kJ/mol
HOMO (alpha / beta) ... -2.820 / -3.452 eV
Net charge ... -1

Element x y z (Å)
C -1.665 1.090 0.350
C 1.446 -0.769 -0.930
O 0.449 0.820 1.844
O -1.007 -1.163 1.536
S -0.439 0.059 0.951
H -1.211 1.960 -0.118
H -2.317 0.567 -0.341
H 2.013 0.105 -1.180
H 1.963 -1.555 -0.417
H 0.768 -1.115 -1.696

# 18
Below is a 2-piece molecular cluster, C2H5O2S overall in a non-equilibrium geometry, with properties calculated with wB97M-V/def2-TZVPD.

ΔE to the lowest compared entry with this formula, charge and spin ... 85.5 kJ/mol
HOMO ... -3.931 eV
Net charge ... -1

Element x y z (Å)
C 1.962 0.942 0.215
S 1.436 -0.684 0.757
H 1.213 1.400 -0.427
H 2.096 1.636 1.059
H 2.974 0.858 -0.187
O -3.352 -1.109 0.361
C -2.466 -0.930 -0.443
O -1.260 -0.565 -0.151
H -2.552 -0.905 -1.542
H -0.052 -0.643 0.359

# 19
Below is a 2-piece molecular cluster, C2H5O2S2 overall in a non-equilibrium geometry, with properties calculated with wB97M-V/def2-TZVPD.

ΔE to the lowest compared entry with this formula, charge and spin ... 98.3 kJ/mol
HOMO ... -4.149 eV
Net charge ... -1

Element x y z (Å)
C -0.680 -0.396 0.022
S -2.488 -0.323 0.154
S -2.723 0.449 2.109
H -0.250 -0.621 1.007
H -0.437 -1.244 -0.597
H -0.223 0.559 -0.204
H -3.978 0.798 1.812
O 3.580 0.137 -1.967
C 2.703 0.210 -1.089
O 1.640 0.873 -1.070
H 2.855 -0.441 -0.177

# 20
Below is a 2-piece molecular cluster, C2H5O3 overall in a non-equilibrium geometry, with properties calculated with wB97M-V/def2-TZVPD.

ΔE to the lowest compared entry with this formula, charge and spin ... 130.7 kJ/mol
HOMO ... -4.054 eV
Net charge ... -1

Element x y z (Å)
C -1.035 -1.003 0.097
O -0.961 -1.852 -1.034
H -1.129 0.025 -0.216
H -1.797 -1.290 0.815
H -0.116 -0.971 0.679
O 2.235 2.448 0.725
C 1.356 1.663 0.342
O 1.443 0.434 0.024
H 0.326 2.046 0.201
H -0.323 -1.500 -1.633